No. 1
Computed, not measured: 2 unconnected molecules or ions with the total composition CH4INOS at a distorted geometry, with ωB97M-V/def2-TZVPD.

Positions of all 9 atoms, in Å:
H1 -0.34 2.25 0.02
H2 -1.12 0.22 -1.50
H3 -1.61 -0.26 0.17
S1 0.93 -1.12 -0.50
C1 -0.99 0.54 -0.43
I1 2.66 0.53 -0.11
O1 -1.22 1.82 0.07
N1 0.70 -2.05 0.65
H4 0.99 -1.92 1.61

For the highest occupied orbital energy (spin up / spin down), the calculation gives -8.1 / -8.3 eV. Its energy above the lowest of the compared OMol25 structures with the same formula, charge and spin is 246.9 kJ/mol. The value obtained for the LUMO energy (spin up / spin down) is -0.7 / -0.7 eV.

---

No. 2
Computed, not measured: a gas-phase ion, C4H10NO3 (charge +1) at a distorted geometry, with ωB97M-V/def2-TZVPD.

Positions of all 18 atoms, in Å:
N1 -0.47 -0.46 1.44
H1 -1.41 -0.36 1.84
H2 0.17 -0.97 -2.22
O1 -0.56 2.69 -0.35
H3 1.31 1.11 -1.04
O2 0.82 -2.10 -0.59
H4 -0.25 -1.43 1.17
O3 -1.80 1.80 1.29
H5 1.74 0.04 0.18
H6 0.80 -2.90 -1.11
H7 1.95 -0.98 -1.99
C1 0.92 0.21 -0.53
H8 0.31 -0.22 2.04
C2 0.98 -0.95 -1.48
H9 -2.06 2.71 1.48
C3 -0.90 1.74 0.27
C4 -0.44 0.31 0.16
H10 -1.09 -0.22 -0.57

For the highest occupied orbital energy, the calculation gives -15.1 eV. Its net charge is +1. Its energy above the lowest of the compared OMol25 structures with the same formula, charge and spin is 31.7 kJ/mol. The value obtained for the LUMO energy is -3.4 eV.

---

No. 3
Computed, not measured: a molecular structure, C9H6Cl2HoN2O4Yb at a distorted geometry, with ωB97M-V/def2-TZVPD.

Positions of all 25 atoms, in Å:
C1 -2.42 -0.67 1.97
N1 -1.30 -1.32 1.51
C2 4.01 2.23 -1.60
C3 -3.09 -2.64 3.20
O1 -5.10 -2.74 4.51
N2 -3.91 -4.65 4.38
H1 -0.15 -3.07 1.48
C4 -1.92 -3.28 2.74
Cl1 1.70 -0.40 -1.43
H2 -2.58 0.37 1.64
H3 -1.65 -4.29 3.05
C5 -1.05 -2.62 1.89
H4 -4.17 -0.77 3.21
O2 -2.24 0.16 -2.71
Ho1 -0.14 0.11 0.29
O3 3.78 3.48 1.96
Cl2 1.85 0.35 1.94
C6 -1.61 0.18 -1.74
C7 -4.11 -3.33 4.08
H5 -3.16 -5.20 4.00
H6 -4.62 -5.13 4.92
O4 4.03 3.01 -2.45
Yb1 3.64 0.47 0.08
C8 -3.30 -1.31 2.82
C9 3.90 2.58 1.25

Its expectation value of S² is 8.760. For the highest occupied orbital energy (spin up / spin down), the calculation gives -21.3 / -21.3 eV. Its net charge is +4. The spin multiplicity is 6. The value obtained for the LUMO energy (spin up / spin down) is -14.6 / -16.7 eV.